Entry 1:
65
Properties=species:S:1:pos:R:3 method="wB97M-V/def2-TZVPD" orbital_gap_ev=9.20 homo_ev=-12.44 total_charge=+1 spin_multiplicity=1
C -3.9704 -2.5418 0.5171
C -2.8435 -1.9946 -0.3506
O -2.7860 -0.5931 -0.3206
C -1.7891 -0.0044 -1.1648
B -2.4994 1.2304 -1.9432
N -3.7586 1.1159 -2.5923
O -1.8332 2.4287 -2.0011
C -1.0620 -0.9843 -2.0824
C -0.1898 -0.2529 -3.1186
C 1.1897 -0.8670 -3.3403
F 2.1133 -0.2083 -2.5534
N -2.0420 -1.9060 -2.7649
C -1.3752 -2.9664 -3.5750
C -3.0026 -2.5430 -1.7645
N -4.3336 -2.3831 -2.3106
C -4.8513 -3.2183 -3.0339
S -5.5039 -4.2485 -3.9728
H -3.6183 -2.7079 1.5314
H -4.8160 -1.8607 0.5523
H -4.2567 -3.5121 0.1147
H -1.9150 -2.4258 0.0487
H -0.9917 0.4163 -0.5414
H -4.1097 0.1809 -2.7464
H -4.5094 1.6987 -2.2499
H -1.4651 2.7352 -1.1675
H -0.4116 -1.6384 -1.4974
H -0.7214 -0.2735 -4.0733
H -0.0220 0.7746 -2.8036
H 1.5049 -0.7359 -4.3745
H 1.2298 -1.9255 -3.0819
H -2.6059 -1.3248 -3.3904
H -0.9508 -2.5414 -4.4791
H -0.5708 -3.3873 -2.9779
H -2.0899 -3.7451 -3.8215
H -2.7412 -3.6004 -1.7165
C 3.2367 -0.6634 3.1417
C 2.5495 -1.7103 3.9869
O 1.2886 -1.2139 4.4823
C 0.2900 -1.2076 3.6188
O 0.3122 -1.6225 2.4817
O -0.7743 -0.6535 4.2062
C -1.9001 -0.5468 3.3422
H 3.3306 0.2678 3.7007
H 4.2307 -0.9945 2.8429
H 2.6576 -0.4552 2.2426
H 3.1282 -1.9413 4.8778
H 2.3900 -2.6384 3.4393
H -2.1390 -1.5108 2.8982
H -1.7078 0.1858 2.5585
H -2.7375 -0.2117 3.9469
C 3.2219 3.1718 -0.7460
C 2.3750 3.3283 0.4963
O 3.1315 3.1096 1.6930
C 3.8973 4.1355 2.0795
O 3.9759 5.2005 1.5270
O 4.5480 3.7715 3.1795
C 5.4534 4.7605 3.6889
H 3.7219 2.2024 -0.7460
H 2.6004 3.2455 -1.6394
H 3.9853 3.9464 -0.7941
H 1.5924 2.5690 0.5241
H 1.8989 4.3083 0.5363
H 4.9466 5.7127 3.8247
H 6.2957 4.8837 3.0108
H 5.7985 4.3803 4.6448

***

Entry 2:
59
Properties=species:S:1:pos:R:3 method="wB97M-V/def2-TZVPD" orbital_gap_ev="4.40 / 6.27" e_above_lowest_kcal_mol=0.0 homo_ev="-3.96 / -7.99" total_charge=0 spin_multiplicity=6
Ir -0.3836 -0.3025 -0.5422
Si -2.0309 -1.7650 -1.3731
P 0.5666 -0.0861 -2.6647
N -1.1588 1.3456 -0.6956
H 1.6080 -2.1607 1.4878
C 2.1493 0.7901 -2.8987
H 2.4322 0.8013 -3.9632
H 2.9418 0.2963 -2.3226
H 2.0657 1.8277 -2.5513
C 0.9176 -1.7020 -3.4318
H 1.3469 -1.5378 -4.4276
H 0.0100 -2.3096 -3.5296
H 1.6439 -2.2441 -2.8133
C -0.5326 0.7920 -3.8413
H -0.1550 0.7029 -4.8692
H -0.5700 1.8556 -3.5727
H -1.5524 0.3922 -3.7989
C -1.3315 -3.4963 -0.9771
H -0.9512 -3.5729 0.0522
H -0.5220 -3.7923 -1.6578
H -2.1394 -4.2358 -1.0840
H -3.3925 -1.7648 -0.7513
H -2.2622 -1.5720 -2.8438
C -2.0123 2.3603 -0.8555
C -2.5260 4.7555 -0.7553
C -1.6473 3.7178 -0.5339
C -3.3268 2.1486 -1.4046
C -4.1816 3.2022 -1.6186
C -3.8039 4.5131 -1.2956
H -2.2425 5.7792 -0.5205
H -0.6554 3.8842 -0.1323
H -3.6117 1.1251 -1.6512
H -5.1682 3.0314 -2.0500
H -4.5032 5.3528 -1.4745
C 2.2534 -1.8407 0.6388
O 1.5798 -0.8015 -0.0563
C 3.5372 -1.1979 1.1784
H 4.4056 -1.8700 1.1333
H 3.3736 -0.9088 2.2218
H 3.7605 -0.2849 0.6057
C 2.5729 -3.1279 -0.1352
H 3.4245 -2.9855 -0.8163
H 1.7228 -3.5549 -0.6892
H 2.8754 -3.8872 0.6024
S -1.5241 -0.6982 1.5487
C -0.4454 -0.2635 2.8003
N 0.2792 0.8512 2.7926
C 1.0116 1.3735 3.9559
C 1.3710 0.2501 4.9024
C 0.1437 -0.5890 5.1583
N -0.3427 -1.0980 3.8719
H 0.1721 1.4469 1.9722
H 0.3779 2.1248 4.4594
H 1.8926 1.8925 3.5757
H 1.6840 0.6881 5.8428
H 2.1881 -0.3548 4.4992
H -0.6567 0.0087 5.6375
H 0.3435 -1.4553 5.7869
H -1.0217 -1.8499 3.8742

***

Entry 3:
61
Properties=species:S:1:pos:R:3 method="wB97M-V/def2-TZVPD" orbital_gap_ev="5.85 / 6.19" homo_ev="-12.31 / -12.26" total_charge=+2 spin_multiplicity=7
Tb 0.2493 0.9520 -1.1924
P 2.1557 -0.7868 -0.3340
C 2.2838 -0.8300 -2.2333
C 1.0689 -1.4432 -2.9254
N -0.1165 -0.8682 -2.5978
C -1.2796 -1.3552 -3.1073
C -1.2568 -2.3986 -4.0230
C -0.0392 -2.9522 -4.4282
C 1.1411 -2.4572 -3.8681
C -2.5839 -0.7745 -2.6023
P -2.4141 0.8504 -1.6822
H 2.1381 -2.8133 -4.1228
H -2.2127 -2.7564 -4.4051
H 0.0007 -3.7154 -5.2057
H -3.2727 -0.6419 -3.4569
H -3.0526 -1.4834 -1.8910
H 2.3873 0.2429 -2.6000
H 3.2015 -1.3913 -2.4832
H 0.9457 3.1072 -2.6865
O 1.3359 2.1512 -2.7821
H 2.0856 2.1769 -3.4106
H -0.2883 3.8492 -1.1757
O -0.1243 4.0531 -2.1330
H -0.1044 5.0263 -2.1522
C -3.0361 1.9998 -2.9635
H -4.0969 1.7866 -3.1676
H -2.9380 3.0348 -2.6014
H -2.4612 1.9169 -3.9005
C -3.6993 0.7889 -0.4174
H -3.4064 1.4871 0.3826
H -4.6683 1.0920 -0.8337
H -3.7567 -0.2264 -0.0040
C 1.9783 -2.5643 0.0192
H 2.9425 -3.0488 -0.1926
H 1.7382 -2.6740 1.0879
H 1.1949 -3.0315 -0.5965
C 3.8897 -0.5019 0.1272
H 3.8955 -0.1438 1.1615
H 4.4494 -1.4439 0.0613
H 4.3738 0.2435 -0.5160
C 0.9234 1.9351 4.2939
C 0.8670 0.5325 3.6996
C 1.5901 -0.4132 4.6339
O 1.6029 0.5655 2.4604
B 0.6936 0.5107 1.4221
O -0.6500 0.5245 1.8893
C -0.5803 0.1145 3.2730
C -0.8298 -1.3918 3.3192
C -1.6990 0.7745 4.0552
H 1.9679 2.2674 4.3483
H 0.5252 1.9369 5.3162
H 0.3498 2.6603 3.7017
H 2.6282 -0.0771 4.7552
H 1.1081 -0.4192 5.6227
H 1.6067 -1.4372 4.2434
H -0.8030 -1.7506 4.3549
H -1.8469 -1.6030 2.9585
H -0.1120 -1.9759 2.7216
H -1.6578 1.8692 4.0034
H -2.6705 0.4452 3.6650
H -1.6613 0.4750 5.1153

***

Entry 4:
58
Properties=species:S:1:pos:R:3 method="wB97M-V/def2-TZVPD" orbital_gap_ev=8.40 smiles="CCCC[N@+]1(S)C[C@@](CCCN)(CCCCO)OC[C@@H]1CC=O" homo_ev=-11.87 total_charge=+1 spin_multiplicity=1
C 0.7614 -4.6299 1.6426
C -0.1586 -3.4636 0.9673
C -0.5514 -2.3568 2.0964
C -1.9664 -1.7072 1.7457
N -1.9524 -0.3354 1.1039
S -3.4006 -0.3583 0.0435
C -0.7165 -0.0111 0.3186
C -0.7632 1.3542 -0.5113
C 0.6859 2.1102 -0.5555
C 1.9265 1.1305 -0.7792
C 3.2705 2.0517 -0.6432
N 3.3603 2.7909 0.6486
C -1.2101 1.2043 -2.0474
C -0.4592 0.0470 -2.8623
C 0.4136 0.7305 -4.0581
C 1.6173 -0.2056 -4.5685
O 1.4227 -1.6220 -4.3211
O -1.6675 2.3737 0.0630
C -1.7494 2.2491 1.4992
C -2.2123 0.8142 2.0440
C -1.6675 0.6447 3.5330
C -0.0865 0.7112 3.7134
O 0.4739 0.2058 4.7159
H 1.8482 -4.4619 1.3469
H 0.3724 -5.6406 1.2475
H 0.6080 -4.6870 2.7813
H -1.0910 -4.0223 0.5826
H 0.3454 -3.0068 0.0548
H 0.2969 -1.6415 2.3289
H -0.7058 -2.9818 3.0543
H -2.4577 -2.4116 0.9778
H -2.6600 -1.7771 2.6629
H -3.0163 -0.9763 -1.1392
H 0.1839 0.0890 1.0330
H -0.4796 -0.9421 -0.3138
H 0.7705 2.6812 0.4276
H 0.6378 2.9145 -1.3798
H 2.0448 0.3176 0.0148
H 1.9951 0.6595 -1.8114
H 4.1796 1.3549 -0.7062
H 3.3344 2.7890 -1.5251
H 2.8320 2.3401 1.4052
H 2.9558 3.7281 0.4607
H -1.0105 2.2145 -2.5602
H -2.3446 1.0343 -2.1671
H -1.1710 -0.6791 -3.4016
H 0.2882 -0.5646 -2.2618
H -0.2345 1.1513 -4.8921
H 0.9188 1.6447 -3.5615
H 2.6400 0.1182 -4.1419
H 1.7179 -0.0868 -5.7120
H 2.0834 -1.8416 -3.6244
H -2.5627 2.9930 1.8383
H -0.7714 2.6426 1.9307
H -3.3626 0.8748 2.1365
H -2.0903 1.5394 4.1309
H -2.0322 -0.2797 4.0903
H 0.5664 1.1857 2.9047

***

Entry 5:
61
Properties=species:S:1:pos:R:3 method="wB97M-V/def2-TZVPD" orbital_gap_ev=8.44 homo_ev=-5.98 total_charge=-1 spin_multiplicity=1
C -0.2154 0.3448 6.4522
C -1.2935 -0.7086 6.2062
C -2.3749 -0.2927 5.2021
C -1.8658 0.2475 3.8565
C -1.8058 -0.7948 2.7315
C -1.9060 -0.1602 1.3398
C -3.3554 0.0271 0.8929
C -3.5157 0.6117 -0.5141
C -2.5966 1.7961 -0.8149
C -2.9629 2.5256 -2.1192
C -2.1071 2.0732 -3.3049
C -0.6084 2.3798 -3.1580
C 0.2845 1.2130 -3.5647
C 1.7627 1.5758 -3.4782
C 2.8348 0.5003 -3.7867
O 3.7657 0.3949 -2.7382
Al 3.5871 -1.2129 -2.0158
C 5.2167 -2.0227 -1.1899
P 4.9422 -3.7102 -0.7058
O 5.6517 -4.7694 -1.4274
O 5.2040 -3.7441 0.9079
O 3.3605 -3.9863 -0.7575
O 3.0744 -1.8986 -3.5929
C 2.2484 -0.9375 -4.0625
Br 1.9499 -1.1290 -6.0487
H 0.3454 0.1215 7.3613
H 0.5059 0.3936 5.6365
H -0.6577 1.3369 6.5720
H -0.8278 -1.6443 5.8835
H -1.7827 -0.9300 7.1590
H -3.0017 -1.1673 5.0042
H -3.0298 0.4434 5.6776
H -0.8714 0.6813 3.9779
H -2.5098 1.0709 3.5339
H -0.8722 -1.3596 2.8014
H -2.6157 -1.5195 2.8655
H -1.3741 -0.7702 0.6043
H -1.4023 0.8097 1.3637
H -3.8807 0.6674 1.6116
H -3.8478 -0.9496 0.9333
H -4.5534 0.9305 -0.6548
H -3.3365 -0.1796 -1.2502
H -1.5724 1.4257 -0.8946
H -2.6032 2.4859 0.0354
H -2.8911 3.6100 -1.9960
H -4.0115 2.3118 -2.3512
H -2.2415 0.9913 -3.4194
H -2.4844 2.5204 -4.2283
H -0.3492 3.2632 -3.7506
H -0.3807 2.6363 -2.1190
H 0.0580 0.3748 -2.8972
H 0.0241 0.8800 -4.5750
H 1.9796 1.9297 -2.4665
H 1.9370 2.4264 -4.1457
H 3.3632 0.8074 -4.6951
H 2.3659 -1.1907 -0.9356
H 5.4262 -1.4241 -0.2982
H 6.0862 -1.9886 -1.8468
H 5.6694 -2.9630 1.1989
H 2.8345 -3.3089 -0.3138
H 1.2271 -1.0457 -3.6915

***

Entry 6:
74
Properties=species:S:1:pos:R:3 method="wB97M-V/def2-TZVPD" orbital_gap_ev="7.35 / 4.69" e_above_lowest_kcal_mol=59.6 homo_ev="-16.13 / -16.13" total_charge=+3 spin_multiplicity=2
Hf 0.4835 0.4005 -1.5784
O 2.0481 1.5134 -0.8645
N 3.0325 1.8391 -1.7295
C 4.3140 1.8376 -1.3353
C 5.3130 2.1871 -2.2117
C 4.9892 2.5449 -3.5210
C 3.6668 2.5410 -3.9102
C 2.6769 2.1672 -2.9975
S 1.0047 2.1003 -3.3825
H 4.5037 1.5573 -0.3103
H 6.3358 2.1825 -1.8757
H 5.7662 2.8124 -4.2203
H 3.3730 2.8013 -4.9164
C -0.0105 3.9848 -0.3427
As -0.8345 2.2166 -0.1009
C -2.7361 2.8253 -0.1679
C -0.6134 2.1944 1.9107
C -0.9169 0.9619 2.7973
C -0.0823 1.1460 4.0802
C -0.5671 -0.3862 2.1393
As 1.0431 -0.5939 0.9229
C 2.5540 0.0921 1.9961
C 1.4319 -2.4826 1.4135
C -2.3751 0.9597 3.3357
As -3.9507 -0.1417 2.7165
C -3.5634 -1.9444 3.4020
C -4.0282 -0.4466 0.7657
H -0.4184 4.7036 0.3758
H -0.2109 4.3526 -1.3528
H 1.0693 3.9264 -0.2045
H -2.7751 3.9055 0.0058
H -3.3308 2.3292 0.6027
H -3.1807 2.6205 -1.1444
H -1.1738 3.0599 2.2923
H 0.4494 2.4371 2.0374
H 0.9757 1.2355 3.8510
H -0.2162 0.3019 4.7521
H -0.3955 2.0480 4.6014
H -1.3968 -0.7001 1.4920
H -0.4659 -1.1341 2.9331
H 2.5209 -0.2880 3.0195
H 2.6002 1.1779 2.0032
H 3.4660 -0.2855 1.5300
H 1.5839 -2.5693 2.4936
H 2.3598 -2.7926 0.9249
H 0.6229 -3.1405 1.1062
H -2.7348 1.9881 3.3734
H -2.3548 0.6196 4.3750
H -3.2178 -1.8919 4.4332
H -2.8064 -2.4265 2.7822
H -4.4751 -2.5414 3.3820
H -4.8805 0.0911 0.3546
H -4.1801 -1.5084 0.5838
H -3.1335 -0.0844 0.2648
N -1.4262 -3.3591 -0.4969
N -0.5891 -4.1842 -1.2579
C 0.5330 -3.7685 -1.8466
N 1.2716 -4.6362 -2.5093
N 0.8257 -2.4348 -1.7345
N 1.9592 -1.9813 -2.1533
O 2.0640 -0.7135 -2.0907
O 2.8825 -2.6341 -2.5443
H -1.7172 -3.8701 0.3373
H -2.2738 -3.1296 -1.0249
H -0.8786 -5.1464 -1.4352
H 1.0024 -5.6057 -2.5927
H 2.1692 -4.3732 -2.9130
F -1.2620 -0.7641 -1.2323
As -1.9882 -0.6717 -3.1008
F -3.5164 -0.6263 -2.3284
F -1.6508 1.0704 -2.7141
F -2.4446 -0.3961 -4.6655
F -0.1637 -0.6820 -3.4210
F -1.9546 -2.3945 -3.1610

***

no.,largest force on an atom (eV/Å)
1,0.86
2,5.11
3,2.85
4,4.52
5,0.42
6,3.63